2 unconnected molecules or ions with the total composition C5H12N2O in a non-equilibrium geometry. Source: OMol25; level of theory: the ωB97M-V functional and the def2-TZVPD basis.

```
20
C5H12N2O, DFT the ωB97M-V functional and the def2-TZVPD basis
O 1.28676 -2.36452 1.90433
N -2.35456 1.24694 -0.95018
N 0.08002 1.41321 -0.92124
C 0.60020 -2.22508 0.87480
C 0.85146 -0.84682 -0.17105
C -0.29420 -1.02241 0.81903
C -1.16000 1.64771 -0.25803
C 2.12508 -0.18114 0.26462
H -1.13790 1.11502 0.71157
H -1.16243 2.69169 0.10256
H -2.24295 0.43055 -1.52651
H 0.47510 -0.77319 -1.18251
H 2.00409 0.90470 0.07576
H -0.03322 1.82892 -1.85164
H 2.27867 -0.38147 1.31748
H 0.35407 -3.13355 0.30633
H -1.24640 -1.13170 0.32117
H -3.04806 1.83972 -1.35471
H 3.00422 -0.53788 -0.25804
H -0.37994 -0.52072 1.77625
```

Results
Total charge   0
Frontier orbital gap   5.34 eV
2S+1   1
Energy relative to the best compared isomer or geometry (same formula, charge and spin)   743.3 kJ/mol
HOMO energy   -7.661 eV